# 1
CHF3GdNO4S2 | ωB97M-V/def2-TZVPD

Properties
Spin multiplicity ... 8
<S²> ... 16.130
Molecular weight ... 369.4 g/mol
LUMO (spin up / spin down) ... -1.47 / -3.51 eV
Highest occupied orbital energy (spin up / spin down) ... -9.203 / -8.850 eV
Energy relative to the best compared isomer or geometry (same formula, charge and spin) ... 0.0 kcal per mole

Positions of all 13 atoms, in Å:
N  -0.72949  1.77572  0.27080
S  0.95835  2.07362  0.30248
O  1.71617  0.72974  0.98540
S  -1.25872  0.58328  -0.58632
O  -0.19695  -0.31560  -1.17675
O  -2.36063  0.87360  -1.50893
C  -2.06223  -0.52878  0.67551
F  -1.19208  -0.85860  1.61726
F  -3.08346  0.10654  1.23500
F  -2.50985  -1.63602  0.09823
Gd  2.13215  -0.31067  -0.82996
O  3.81834  -1.64096  -0.70147
H  4.48108  -1.85094  -1.35803

# 2
C4H9NOS | ωB97M-V/def2-TZVPD

Properties
Molecular weight ... 119.2 g/mol
LUMO ... -1.11 eV
Highest occupied orbital energy ... -8.306 eV
Energy relative to the best compared isomer or geometry (same formula, charge and spin) ... 125.7 kcal per mole

Positions of all 16 atoms, in Å:
C  -0.83927  -0.89097  0.64438
N  -0.09067  -1.29175  -0.52461
C  -0.67789  -1.35116  -1.76126
O  -0.12959  -1.55164  -2.80504
C  -0.04381  -0.36153  1.69038
C  0.01846  1.10745  1.77141
S  1.01971  1.90000  0.41698
H  -1.46529  -1.70277  0.95353
H  -1.62026  0.14852  0.33621
H  0.88258  -1.05090  -0.47636
H  -1.77921  -1.23718  -1.71984
H  -0.18729  -0.85980  2.65050
H  -2.34911  0.60900  0.23174
H  0.35179  1.51564  2.71930
H  -0.97278  1.57731  1.57499
H  2.02166  1.03524  0.61255

# 3
C3H11NOS | ωB97M-V/def2-TZVPD

Properties
Molecular weight ... 109.2 g/mol
LUMO ... 0.91 eV
Highest occupied orbital energy ... -8.466 eV
Energy relative to the best compared isomer or geometry (same formula, charge and spin) ... 28.9 kcal per mole
SMILES ... CSC.NCO

Positions of all 17 atoms, in Å:
C  1.61600  3.53532  -1.74473
S  1.02248  4.16950  -0.09339
C  1.89365  3.25360  1.16793
H  1.26246  2.52468  -1.90744
H  2.67215  3.50690  -1.87927
H  1.04487  4.14788  -2.44699
H  2.63364  2.54001  0.78880
H  2.46880  3.86198  1.82774
H  1.14714  2.67337  1.70901
N  -0.92668  -5.59174  0.00237
C  -1.64375  -4.47901  0.51908
O  -3.01423  -4.54235  0.17699
H  -1.27335  -6.41770  0.55481
H  -0.89890  -5.72931  -0.98627
H  -1.51530  -4.42109  1.66411
H  -1.30570  -3.45202  0.23050
H  -3.63740  -4.40032  0.90104

# 4
C3H6HgNO4S | ωB97M-V/def2-TZVPD

Properties
Spin multiplicity ... 2
<S²> ... 0.755
Molecular weight ... 352.7 g/mol
LUMO (spin up / spin down) ... -0.53 / -1.00 eV
Highest occupied orbital energy (spin up / spin down) ... -7.958 / -9.909 eV
Energy relative to the best compared isomer or geometry (same formula, charge and spin) ... 6.2 kcal per mole

Positions of all 16 atoms, in Å:
O  -1.87814  1.49646  0.17070
C  -3.13529  0.99185  -0.08320
C  -3.28368  -0.47957  0.29881
O  -2.37541  -1.28769  -0.45091
C  -1.15659  -1.49551  0.06082
Hg  -0.25349  0.70378  -0.06686
H  -3.41337  1.09206  -1.15213
H  -3.91450  1.52985  0.49342
H  -4.29166  -0.84045  0.05849
H  -3.08832  -0.62129  1.37345
H  -0.53592  -2.15176  -0.55421
H  -1.07913  -1.55824  1.15589
N  1.52291  0.57877  -1.08142
S  2.37532  0.00661  -0.01986
O  3.65679  -0.66611  -0.19128
O  1.72642  -0.19148  1.30754

# 5
C4H5O4PS | ωB97M-V/def2-TZVPD

Properties
Molecular weight ... 180.1 g/mol
LUMO ... -0.32 eV
Highest occupied orbital energy ... -8.641 eV
Energy relative to the best compared isomer or geometry (same formula, charge and spin) ... 0.2 kcal per mole

Positions of all 15 atoms, in Å:
C  -0.61734  -0.54391  0.10671
C  1.56131  0.47345  -1.85181
C  -0.15452  -1.19471  -1.20291
C  0.55867  -0.28288  -2.20549
O  -1.08239  -1.02217  1.09016
O  2.56658  0.89808  -1.47458
O  -1.66450  1.81160  -0.21732
O  0.02215  1.30970  1.70050
P  -0.65657  0.42853  2.98339
S  -0.34065  1.29284  0.07141
H  0.64410  -2.03832  -0.90167
H  -1.06779  -1.66334  -1.73613
H  0.08872  -0.04599  -3.13033
H  -0.09184  1.23572  4.02856
H  0.23407  -0.65860  2.73951

# 6
C2ClNOS2 | ωB97M-V/def2-TZVPD

Properties
Molecular weight ... 153.6 g/mol
LUMO (spin up / spin down) ... -1.39 / -1.39 eV
Highest occupied orbital energy (spin up / spin down) ... -8.120 / -8.119 eV
Energy relative to the best compared isomer or geometry (same formula, charge and spin) ... 0.0 kcal per mole

Positions of all 7 atoms, in Å:
C  1.25070  0.26223  -0.00672
C  -1.10919  0.57257  0.00264
N  0.21832  0.90800  -0.01881
O  -2.02851  1.33077  0.00983
S  0.27299  -2.17282  -0.00972
S  -1.44843  -1.21742  0.01252
Cl  2.84412  0.31668  0.01027